Entry 1:
54
Properties=species:S:1:pos:R:3 method="wB97M-V/def2-TZVPD" smiles="CCCCN(P(O)(O)=S)S(=O)(=O)F.CCOCC.CCOCC"
C 1.27319 0.10602 -3.05969
C 0.85174 1.56269 -2.57042
C -0.49210 1.57672 -1.73854
C -1.69845 2.29031 -2.43819
N -2.48038 1.47809 -3.42149
P -3.08809 -0.04058 -2.83030
O -2.09462 -1.35303 -3.08152
O -4.54138 -0.39461 -3.60767
S -3.49796 0.00771 -0.92035
S -1.83728 1.42186 -4.98757
O -1.14034 0.17644 -5.34651
O -2.95747 1.69044 -5.92838
F -0.76313 2.65018 -5.22908
H 0.52002 -0.65554 -2.74673
H 2.25703 -0.15036 -2.58911
H 1.45359 0.09267 -4.15960
H 1.67560 1.89020 -1.88503
H 0.86869 2.27742 -3.42441
H -0.69764 0.54306 -1.38680
H -0.27450 2.17343 -0.81318
H -2.41460 2.59120 -1.63524
H -1.36506 3.23204 -2.93164
H -2.38584 -1.81467 -3.88533
H -4.44832 -0.27774 -4.57089
C -0.99525 -3.55270 2.97708
C -0.65627 -2.07238 2.93096
O -1.61588 -1.28576 2.24821
C -2.93622 -1.29267 2.76607
C -3.03880 -0.79425 4.19725
H -1.11455 -3.94784 1.96561
H -0.20142 -4.10834 3.48044
H -1.92592 -3.74162 3.51406
H 0.28321 -1.94196 2.39024
H -0.49082 -1.67701 3.93897
H -3.37528 -2.29091 2.66594
H -3.51874 -0.63396 2.11897
H -2.47852 -1.42298 4.89129
H -4.08123 -0.78465 4.52087
H -2.63875 0.21902 4.27736
C 2.77064 1.24758 3.18105
C 2.46411 0.84022 1.74987
O 3.41500 1.31190 0.80812
C 4.75122 0.87347 0.99339
C 4.91093 -0.63590 0.93544
H 2.83303 2.33526 3.26283
H 1.98852 0.88865 3.85310
H 3.72102 0.83843 3.52735
H 1.50355 1.27006 1.46022
H 2.35479 -0.24599 1.66548
H 5.15464 1.27541 1.92888
H 5.33492 1.32360 0.18790
H 4.35112 -1.13774 1.72629
H 5.96204 -0.90966 1.04376
H 4.54621 -1.02128 -0.01931

***

Entry 2:
31
Properties=species:S:1:pos:R:3 method="wB97M-V/def2-TZVPD" de_lowest_kj_mol=9.0 charge=-1
C 0.58116 -0.60640 -1.97981
O 0.63375 -1.20783 -0.71091
C -0.67141 0.21115 -2.28703
C -0.65090 1.73445 -1.94711
C 0.43076 2.13267 -0.93950
N -1.96733 1.15415 1.30779
C -0.99352 1.90261 1.03802
N 0.20614 1.55243 0.38458
H 0.62390 -1.40871 -2.73493
H 1.44959 0.04203 -2.09584
H -0.69776 0.20382 -3.37631
H -1.62890 -0.24473 -2.05748
H -0.62579 2.27617 -2.87320
H -1.56418 2.03875 -1.42269
H 1.42319 1.82709 -1.24445
H 0.42485 3.21579 -0.82531
H -1.87614 0.21075 0.95145
H -0.99587 2.93595 1.41017
H 0.41940 0.56006 0.43398
H 1.12702 -3.19885 0.70655
H -0.18825 -2.66995 1.18202
O 0.45939 -3.37362 1.40284
H -2.00720 -1.70408 -0.24377
H -0.42287 -1.24381 -0.12149
O -1.47797 -1.38604 0.51020
H 2.82450 -0.78348 -0.46894
H 2.50344 0.46296 0.33445
O 3.24088 0.01176 -0.11761
H -0.03167 -1.48757 3.08278
H -0.98053 -0.62422 2.22090
O -0.28265 -0.57910 2.89200

***

Entry 3:
9
Properties=species:S:1:pos:R:3 method="wB97M-V/def2-TZVPD" de_lowest_kj_mol=219.7 smiles="N[S@@](=O)([O-])=CCl" charge=-1
N -1.36102 0.29370 0.54652
S -0.13609 -0.69771 -0.14196
O 0.12019 -1.77873 0.78190
O -0.78382 -1.23516 -1.29388
C 1.17766 0.34818 -0.91358
Cl 1.72318 1.63322 0.25489
H -1.33655 0.50377 1.52359
H -1.58475 1.17009 0.10614
H 2.18120 -0.23734 -0.86361

***

Entry 4:
18
Properties=species:S:1:pos:R:3 method="wB97M-V/def2-TZVPD" de_lowest_kj_mol=341.8 smiles=CCN[C@@H](N)NO
C 2.18253 -0.48713 -1.16693
C 0.89326 -0.91949 -0.50189
N -0.24602 0.01490 -0.91267
C -1.14344 0.48764 0.08932
N -1.82658 -0.60308 0.70270
N -0.40517 1.20422 1.10895
O -1.03529 1.76792 2.23442
H 2.06465 -0.44189 -2.25367
H 2.98945 -1.18930 -0.93490
H 2.47854 0.51019 -0.82619
H 1.02361 -0.97355 0.58234
H 0.58675 -1.90926 -0.84845
H -0.22098 0.49388 -1.80829
H -1.87535 1.16924 -0.35468
H -2.46690 -1.18328 0.16870
H -1.57275 -0.95258 1.62165
H 0.54170 1.53039 0.91824
H -1.96802 1.48118 2.18137

***

Entry 5:
98
Properties=species:S:1:pos:R:3 method="wB97M-V/def2-TZVPD" de_lowest_kj_mol=492.4 charge=-1
As -1.41242 -0.62680 -1.06048
F 0.35944 -0.45269 -1.37229
F -1.18648 -1.31920 0.60773
F -3.18654 -0.82113 -0.74429
F -1.83212 0.17895 -2.59417
F -1.23829 -2.24157 -1.80467
F -1.42603 1.03121 -0.27399
O -4.63114 0.91340 -2.35600
H -4.06437 0.19032 -2.08738
H -4.02679 1.59993 -2.63826
O -2.90281 -1.33412 -5.23252
H -2.57084 -1.00868 -4.39580
H -2.73831 -0.62115 -5.84965
C 2.29468 -2.81730 -2.59536
C 2.84203 -2.43095 -1.22790
C 4.34937 -2.89556 -1.08983
O 4.55958 -4.30798 -1.08108
C 5.88015 -4.72313 -0.89650
N 2.72574 -1.02635 -1.01545
H 2.46882 -3.86830 -2.82598
H 2.70137 -2.30783 -3.46893
H 1.22389 -2.66173 -2.46378
H 2.29400 -2.90589 -0.41414
H 4.68264 -2.50965 -0.12645
H 5.02708 -2.31809 -1.71858
H 5.80924 -5.78296 -1.14107
H 6.18780 -4.49859 0.12479
H 6.46008 -4.07137 -1.54994
H 1.72202 -0.97383 -0.91607
H 3.07295 -0.56895 -1.84631
C 1.44618 0.03607 2.51997
C 1.36382 0.04173 4.00802
C 0.99144 1.50990 4.58530
O 1.05715 1.68835 6.07127
C 2.28282 1.50905 6.62111
N 0.24467 -0.75273 4.36479
H 1.54692 -0.96835 2.10876
H 2.29566 0.66742 2.25941
H 0.59566 0.45874 1.98512
H 2.34864 -0.12479 4.44450
H -0.02322 1.56022 4.19028
H 1.45407 2.39197 4.14256
H 2.55507 2.04867 7.52819
H 3.05793 1.99346 6.02725
H 2.58582 0.46668 6.71987
H 0.09448 -0.47784 5.32499
H -0.54332 -0.39154 3.84640
C 1.06671 4.53107 -3.28332
C 0.30295 3.34166 -3.86627
C 1.19962 2.11315 -4.07320
O 2.26340 2.15702 -5.04423
C 1.88100 2.27531 -6.34973
N -0.80474 3.02132 -2.86378
H 1.69963 5.07822 -3.98199
H 1.65328 4.30444 -2.39300
H 0.48184 5.39449 -2.96623
H -0.16961 3.49675 -4.83618
H 0.69126 1.18380 -4.33006
H 1.70681 1.98324 -3.11718
H 2.79244 2.23078 -6.94587
H 1.64218 3.32718 -6.50670
H 1.12617 1.59464 -6.74346
H -1.19921 2.10853 -3.04072
H -0.32097 2.77616 -2.01174
C -5.03091 -3.78155 0.20956
C -3.78440 -4.53067 0.55296
C -3.22407 -5.32463 -0.64008
O -2.01543 -5.91636 -0.21460
C -2.19785 -7.23684 0.48189
N -2.85765 -3.58920 1.10310
H -4.88268 -2.96662 -0.49897
H -5.65993 -3.43996 1.03160
H -5.70306 -4.52385 -0.22091
H -4.03239 -5.28679 1.29787
H -2.98019 -4.58842 -1.40599
H -3.78096 -6.13642 -1.10802
H -1.28449 -7.67643 0.88269
H -2.72883 -7.94769 -0.15123
H -2.76038 -6.99955 1.38486
H -1.94312 -3.91402 0.82341
H -2.81900 -2.87621 0.38878
C 0.01704 3.37815 0.96118
C -1.05933 4.00059 1.85750
C -0.50968 4.67596 3.20034
O -1.75937 5.01769 3.86837
C -1.53014 5.85217 5.01701
N -1.91322 4.95259 1.15062
H -0.40076 2.86069 0.09759
H 0.57017 2.58952 1.47128
H 0.80625 4.09805 0.74438
H -1.72857 3.22656 2.23313
H 0.18132 5.48048 2.94861
H 0.01920 3.96088 3.83045
H -0.84147 5.27072 5.63000
H -2.42719 6.06186 5.59961
H -0.92426 6.75597 4.95259
H -1.35294 5.44631 0.47060
H -2.27298 5.71254 1.71023

***

| no. | Kohn-Sham gap (eV) | E_HOMO (eV) |
| --- | --- | --- |
| 1 | 8.92 | -9.2761 |
| 2 | 8.83 | -5.3096 |
| 3 | 6.99 | -3.2926 |
| 4 | 8.80 | -7.7251 |
| 5 | 8.99 | -6.5204 |